This record from the OMol25 dataset describes a cluster of 2 separate species, C10H21N3O4 in total at a distorted geometry. The level of theory is ωB97M-V/def2-TZVPD.

Summary:
Gap between HOMO and LUMO (eV): 6.72
LUMO energy (Ha): -0.10043
Strongest force on any atom (eV/Å): 5.00

The geometry in ORCA input format:
```
! wB97M-V def2-TZVPD RIJCOSX def2/J DEFGRID3
* xyz 0 1
O 2.06326 -0.56183 3.05487
O 0.76058 1.93533 0.19744
O 2.19137 1.24354 -3.84440
O 0.06511 -1.33652 3.75309
N 1.86684 -0.70497 -1.93399
N -5.19474 -0.26302 0.75028
N 1.15905 -0.28748 0.44478
C 0.73032 -0.92733 2.87807
C -4.35129 -1.57147 0.47579
C 2.12313 0.64046 -1.40308
C 2.39278 3.05818 -2.21233
C -1.00046 -1.44332 0.98378
C -1.85074 -0.72072 -0.06928
C 1.76939 1.79274 -2.52844
C -3.15044 -1.32251 -0.58302
C 0.06166 -0.57972 1.54282
C 1.19202 0.85226 -0.22443
H 1.88533 3.28685 -1.30624
H 0.75108 1.64822 -5.04888
H -1.60964 -1.76696 1.87239
H -0.61641 -2.42164 0.37722
H 2.22642 3.75383 -2.95996
H -4.36071 0.60794 0.80335
H -5.82074 -0.18543 1.65873
H -3.59861 -0.48866 -1.36415
H 2.59639 -0.58471 2.07034
H 3.22315 0.60097 -0.95176
H 1.38978 -1.13615 -0.16157
H -5.08751 -2.18455 -0.20530
H -3.99896 -2.14800 1.41854
H 3.47712 2.89656 -1.97336
H 2.16623 -0.68330 -3.14064
H 0.59721 1.85209 -2.46887
H 0.70765 -0.79346 -1.91761
H -3.33963 -2.44968 -1.13443
H -2.20822 0.34107 0.33329
H -0.33484 0.36201 1.69196
H -1.00398 -0.63431 -0.86790
*
```